Entry from the OMol25 dataset: 2 unconnected molecules or ions with the total composition C4H5Br in a non-equilibrium geometry (wB97M-V/def2-TZVPD).

Geometry as XYZ:
```
10
Properties=species:S:1:pos:R:3:forces:R:3
C -0.647549 -1.383518 0.401602 -1.092 1.394 1.279
C -0.920459 -0.121040 0.062396 1.514 -0.687 -1.352
C -0.841720 1.036503 -0.889335 -0.521 -1.564 1.375
C -0.877797 1.217436 0.418341 -0.485 0.070 -2.175
H -0.778296 -1.571957 1.486906 0.484 -0.444 -0.943
H -0.400163 -2.094898 -0.338995 -0.095 -0.899 -0.338
H -0.938135 1.415373 -1.886758 0.282 0.107 -0.077
H -0.929218 1.942672 1.119607 -0.119 1.995 2.242
Br 2.677695 0.287888 -0.289106 0.153 -0.104 0.016
H 3.655640 -0.728459 -0.084660 -0.122 0.131 -0.026
```
Forces are in eV/Å.

The charge is 0. Its LUMO energy is 0.7 eV. As for the energy relative to the best compared isomer or geometry (same formula, charge and spin): 2.394 eV. The structure (SMILES) is C=C1C=C1.Br. The HOMO-LUMO gap is 8.81 eV. For the HOMO energy, the calculation gives -8.1 eV.